A 2-piece molecular cluster, C47H44N5O overall. Source: the Open Molecules 2025 dataset; level of theory: ωB97M-V/def2-TZVPD.

Results
- Kohn-Sham gap (eV) = 3.80
- LUMO level (eV) = -4.06
- charge = +1
- maximum force (eV/A) = 3.34
- highest occupied orbital energy (eV) = -7.9

```
97
C47H44N5O, DFT ωB97M-V/def2-TZVPD
C -2.0330 3.2089 2.1924
H -1.3738 -0.6571 4.8365
H 2.7901 -2.8227 5.1863
C -4.6252 -0.5129 -1.9723
C 0.4569 -1.5495 -1.6071
C -1.8399 -0.4769 -1.7826
H 0.5170 2.5806 -2.4902
C 3.9556 1.1277 -3.1641
C 2.2688 -2.8203 -1.8761
C -3.0532 4.6958 0.6151
H -1.8208 -1.5346 -3.6540
H -5.5961 6.5529 0.9220
C -3.1612 3.8723 1.7518
C -1.4393 -4.4644 -2.6540
C -0.3816 -0.4462 -1.6655
H -2.9587 -5.8150 -3.3454
H -4.3257 -1.6529 -3.7912
H 2.5671 0.0719 0.3112
C -2.6208 0.2202 -0.8334
H 4.9471 2.7433 -2.1268
H -4.1144 3.8089 2.2747
H -6.0307 5.4847 -0.4309
H 6.6958 -2.6862 -0.3823
H 3.1733 -4.9372 -3.0924
H 2.8609 -0.6074 -3.9088
C -1.8314 4.8286 -0.0877
C -0.5355 -0.2359 4.2838
C -1.9540 -3.2441 -0.5981
C 4.6428 -2.6539 -1.0144
C -0.7523 4.0640 0.2795
C 2.9751 0.3819 -0.6534
H -0.6731 -1.8115 6.4809
H -1.8148 5.4527 -2.1623
C 3.8211 1.4898 -0.7725
C -0.7113 0.6348 3.2258
H 4.0888 2.0501 0.1233
H 1.1855 2.5933 1.1248
C 1.7230 0.8625 2.9789
H 5.5140 -5.8219 -3.1046
N -4.0041 5.4868 0.0554
C 2.6687 -0.3588 -1.7837
H -5.7140 -0.5590 -2.0318
C -5.3844 5.5809 0.4525
H 3.8143 -0.0627 4.9698
H 0.7527 -2.3646 7.4072
C -0.8362 3.1741 1.4007
H 0.1774 4.1271 -0.2841
C 5.2709 -4.9379 -2.5175
H -5.6232 4.7844 1.1618
C 4.3020 1.8661 -2.0306
H 4.3096 1.4232 -4.1512
C -2.6811 -5.0951 -2.5762
H -1.2223 2.1729 -2.2524
H -0.3029 1.4382 -3.6194
H -0.7319 -4.6685 -3.4609
C 3.9693 -4.4425 -2.5334
C 0.3029 -2.2987 6.4080
C 0.7748 -0.6165 4.6274
C -2.4603 -1.0884 -2.8869
C -3.8524 -1.1305 -2.9585
C 3.1258 -0.7624 4.4787
N 1.1673 -1.5339 5.5486
H 4.3824 -1.7887 -0.4043
H -3.5800 7.3609 -0.8008
C 0.4057 1.2992 2.6180
H -4.0647 6.1029 -1.9578
N 1.2406 -3.6226 -2.0526
C -0.2424 1.8010 -2.5822
N 0.1256 -2.8524 -1.8117
H -1.6313 -2.5229 0.1549
H -2.1040 0.7581 -0.0343
C 0.2779 2.3457 1.6738
H -4.5187 -5.3141 -1.4542
C 5.9368 -3.1707 -0.9937
H -1.3615 6.7230 -1.0094
H -3.8604 -3.6740 0.2994
C -2.0121 5.8515 -1.1591
H 7.2770 -4.7003 -1.7316
H 2.5893 1.3170 2.4998
C 2.5923 -1.7882 5.5113
C -3.5508 -4.8115 -1.5166
H 3.0394 -1.6613 6.5078
H 0.1612 -3.3225 6.0293
O 0.2285 0.7566 -1.7042
H -2.0547 2.7132 3.1628
C 3.1399 -0.0059 -3.0397
N 1.8494 -1.5132 -1.6436
C -4.0076 0.1697 -0.9187
C 1.9019 -0.0890 3.9519
C -3.4930 6.2883 -1.0363
H 3.6814 -1.2859 3.6907
C 6.2591 -4.3055 -1.7487
C 3.6541 -3.2671 -1.8214
H -4.6014 0.6698 -0.1534
H -1.7188 0.8242 2.8535
C -3.1860 -3.8887 -0.5295
C -1.1144 -3.5052 -1.6895
```

The molecule C4H10ClN3. Source: the Open Molecules 2025 dataset; level of theory: ωB97M-V/def2-TZVPD.

Results
- Kohn-Sham gap (eV) = 9.59
- SMILES string = NC[C@]1(N)[C@@H](N)[C@@H]1Cl
- LUMO level (eV) = 0.78
- charge = 0
- ΔE to the lowest compared entry with this formula, charge and spin (kJ/mol) = 425.7
- maximum force (eV/A) = 5.76
- highest occupied orbital energy (eV) = -8.8

```
18
C4H10ClN3, DFT ωB97M-V/def2-TZVPD
H -2.9422 0.0185 -0.7573
H 1.4074 0.8648 1.4910
N 0.3214 2.4372 -0.5131
H 1.4430 2.5158 -0.6663
H -2.8813 -1.9637 -0.8188
H -0.5179 -1.7746 -0.5795
C -0.5106 0.0618 0.3586
H -1.1750 -1.7760 0.7387
N -2.3574 -0.9469 -0.9487
Cl 2.0792 -1.0639 -0.0429
H -1.3186 0.3604 2.3814
H 0.2183 0.6795 -1.5341
C 0.2873 0.9739 -0.5568
C -1.1980 -1.1924 -0.1367
C 0.9775 0.2315 0.6183
N -1.5878 0.5298 1.3158
H 0.1589 3.0269 -1.5732
H -1.7100 1.5459 1.3695
```

A 2-piece molecular cluster, C4H14O2Si2 overall. Source: the Open Molecules 2025 dataset; level of theory: ωB97M-V/def2-TZVPD.

Results
- Kohn-Sham gap (eV) = 8.99
- LUMO level (eV) = 0.61
- charge = 0
- ΔE to the lowest compared entry with this formula, charge and spin (kJ/mol) = 433.7
- maximum force (eV/A) = 3.50
- highest occupied orbital energy (eV) = -8.4

```
22
C4H14O2Si2, DFT ωB97M-V/def2-TZVPD
H 2.0397 0.2848 2.3665
O -1.3907 -1.8279 -0.4697
H 1.5093 -1.1692 2.8658
C 2.2131 -0.7892 2.1849
H -2.5277 -0.9610 1.6384
Si -1.7824 -0.4876 0.2708
H -2.6910 1.1203 -1.4444
H 0.7485 0.3547 -3.0631
H -2.0128 -2.2304 -1.0475
H 2.7354 -0.4307 0.2451
C 1.7805 -0.8106 0.6422
H 3.2403 -1.2555 2.3540
O 0.7434 1.6608 1.1525
H -3.5845 1.1799 -0.1577
H 1.0987 2.4916 0.8261
H 1.8960 1.0845 -2.1873
C -3.0423 0.4161 -0.7575
H 1.5026 -1.8195 0.2835
C 0.7816 1.0453 -2.2721
Si 0.3421 0.3437 0.2368
H -3.8670 -0.2439 -1.2072
H 0.2671 2.0437 -2.4602
```

C21H50Cl2MnOP2 as an isolated structure. Source: the Open Molecules 2025 dataset; level of theory: ωB97M-V/def2-TZVPD.

Results
- Kohn-Sham gap (alpha / beta) (eV) = 6.63 / 7.41
- LUMO level (alpha / beta) (eV) = 2.98 / 2.98
- charge = -1
- ΔE to the lowest compared entry with this formula, charge and spin (kJ/mol) = 0.0
- maximum force (eV/A) = 1.82
- highest occupied orbital energy (alpha / beta) (eV) = -3.7 / -4.4
- multiplicity = 5

```
77
C21H50Cl2MnOP2, DFT ωB97M-V/def2-TZVPD
H -4.0434 0.4089 2.2853
Mn -0.0222 0.2162 0.2006
H -0.9386 -1.8274 -2.5861
H -3.7619 -1.0988 3.1560
C -0.1203 3.0831 2.2720
C -4.8179 1.2339 -0.8308
H -4.5703 -2.1097 -2.9236
H -0.4080 5.1531 2.7138
H 2.5383 -0.6089 -2.2213
H 2.2636 4.1061 -1.4041
H -0.3895 4.7918 0.9644
C 3.5720 0.4373 1.3509
H -3.6316 2.1971 1.4012
C -3.3727 -1.2698 1.0451
H 3.1227 2.4729 2.0493
C -3.0033 2.3258 0.5091
H 4.5851 3.4047 -1.5593
H 5.1611 1.8592 -0.9202
C 2.9728 2.0790 -1.0988
H -5.2274 2.2515 -0.8243
H 3.5854 1.3415 3.3219
H 3.5710 -2.7851 -0.4457
H 2.2900 -2.7975 -1.6648
H -0.1144 -1.1754 -0.4900
H -1.5781 -2.9352 -1.3553
P 2.5080 0.5199 -0.1722
H -4.3679 -2.7905 -1.3022
C -3.3167 1.2968 -0.5727
C 3.6600 -0.9516 1.9739
H 4.4499 3.0683 0.1714
H -1.8185 4.4010 1.9616
Cl -0.1324 0.7272 -2.0339
C 3.0319 1.4329 2.3810
H 4.1855 -1.6780 1.3499
C -0.6256 2.4617 3.5613
H -3.2614 -3.1383 2.1105
H 1.9710 1.2253 2.5861
C -2.9077 -1.2621 -1.8667
H -1.6927 2.2202 3.4786
H 4.8251 0.1932 -2.1903
H 0.9574 3.3049 2.4756
H -0.4890 3.1689 4.3862
H 2.9160 1.7475 -2.1495
H 4.1837 -0.8716 2.9342
H -2.8605 -3.3109 0.3926
C 3.1035 -0.8299 -1.3013
H -1.6945 -2.5645 1.5132
H 1.7612 3.4046 0.1588
C -4.3155 -1.8627 -1.8839
H -2.8004 1.6263 -1.4923
C -2.7592 -2.6533 1.2620
C -0.7264 4.4413 1.9457
Cl 0.2675 -1.1589 1.9853
H -5.0464 0.8027 -1.8073
C 4.5998 -0.6945 -1.5911
H 0.9814 2.8928 -1.3517
H 5.1964 -0.6489 -0.6700
H -2.3756 -0.1357 2.6156
C 2.7026 -2.2300 -0.8195
H -5.3447 0.6691 -0.0547
H -3.1785 3.3355 0.1198
H -5.0926 -1.1836 -1.5225
H -1.9183 2.2841 0.8137
C 4.3762 2.6146 -0.8243
C -1.8465 -2.3098 -2.2158
P -2.4580 -0.3543 -0.2944
C -3.3873 -0.4650 2.3422
H -4.4009 -1.3830 0.6776
C 1.9354 3.1870 -0.9042
H -0.0602 1.5556 3.7933
H 4.9398 -1.5657 -2.1633
H 4.5752 0.7527 1.0235
H 2.6540 -1.3333 2.1838
H -2.2226 -2.9704 -3.0060
H 1.9326 -2.2235 -0.0367
O -0.2722 2.2253 1.1971
H -2.8623 -0.4589 -2.6186
```

C20H26N4O4PtSSe2Si as an isolated structure. Source: the Open Molecules 2025 dataset; level of theory: ωB97M-V/def2-TZVPD.

Results
- Kohn-Sham gap (eV) = 6.20
- LUMO level (eV) = -0.87
- charge = 0
- maximum force (eV/A) = 1.72
- highest occupied orbital energy (eV) = -7.1

```
59
C20H26N4O4PtSSe2Si, DFT ωB97M-V/def2-TZVPD
H 0.1790 5.9468 0.1744
C 0.3039 4.8726 0.2616
H -0.3149 -0.2691 1.1586
C -2.4545 -0.5623 1.1917
C 3.7333 -3.1496 -1.5864
N -1.8846 -3.6763 0.5127
C -0.6300 -3.3488 0.9492
C 3.2162 1.6332 -2.4906
H -3.9007 -3.9265 0.8767
H -4.3404 -0.3335 3.9942
N 0.2180 0.1504 3.6379
H 3.8446 0.1607 -4.7798
C 3.3418 -0.7100 -1.7219
Se -0.2896 1.6957 -0.9738
H 3.9003 2.0162 -1.7325
N 3.6481 -1.8973 -2.2832
C -0.4416 -3.1827 2.3307
Pt 0.5802 -0.6533 -0.4314
C -2.9453 -3.7441 1.3411
S 0.6081 -3.1902 -0.1841
H -2.0245 -3.7185 -0.4921
H -0.2366 4.5433 1.1428
C -2.5668 -1.0550 -0.2593
C -2.2174 4.2749 -1.5472
H -2.7632 3.9317 -0.6734
H 4.0990 -2.5125 -4.2791
H 0.5540 -2.9480 2.6719
H 0.3507 3.9147 -3.7023
H 2.1908 1.8032 -2.1479
C -3.4608 -0.3037 3.3684
C -2.7905 -3.5566 2.6812
H 0.5040 5.5418 -3.0648
O -3.6633 -1.4753 -0.6130
H -1.3632 -3.1188 4.2459
H 3.3813 2.1552 -3.4294
O 0.3420 0.3861 4.8274
C -1.5019 -3.2779 3.1891
H 4.4290 -3.0615 -0.7520
C 3.8771 -1.7064 -3.6135
C 0.6583 4.4927 -2.8370
C -1.2332 -0.2747 1.7642
H 2.7586 -3.4276 -1.1869
C 3.7444 -0.3805 -3.8643
H -4.5343 -0.8029 1.5626
O -1.5183 -1.1122 -0.9668
Se 2.9375 -0.3900 0.0797
H -2.4678 5.3162 -1.7168
H -2.1272 0.1521 4.9995
C -2.2278 -0.0359 3.9414
H 4.0740 -3.9236 -2.2685
Si -0.3502 3.9820 -1.2934
N 3.4346 0.2293 -2.6853
H 1.3570 4.6680 0.4231
H 1.7220 4.3393 -2.6860
O 1.1546 0.0179 2.8600
C -1.1052 -0.0251 3.1201
C -3.5795 -0.5695 2.0119
H -3.6401 -3.6009 3.3410
H -2.5690 3.6968 -2.3965
```

A 6-piece molecular cluster, CH15N2O5 overall. Source: the Open Molecules 2025 dataset; level of theory: ωB97M-V/def2-TZVPD.

Results
- Kohn-Sham gap (eV) = 10.92
- LUMO level (eV) = -2.85
- charge = +1
- ΔE to the lowest compared entry with this formula, charge and spin (kJ/mol) = 107.3
- maximum force (eV/A) = 1.79
- highest occupied orbital energy (eV) = -13.8

```
23
CH15N2O5, DFT ωB97M-V/def2-TZVPD
H 4.5292 -1.6684 -2.4128
H -4.5664 1.9061 4.0410
H 1.0262 -2.1435 -1.3804
C 0.6914 -1.1759 -1.0291
H -2.2790 1.6434 0.4490
H -0.9585 -0.1580 -0.4269
H -0.9725 -1.8400 -0.0672
H 2.3820 -0.0902 -1.4531
H 0.0408 3.9371 -0.7121
O 4.6422 -0.8735 -1.9128
O -4.6457 2.7936 3.7232
H -3.1238 0.5377 1.0409
H 0.9765 0.8085 -0.9475
N -0.5074 -1.0628 -0.5111
O -0.2777 3.0348 -0.6561
H -5.1572 3.2074 4.4365
N 1.4083 -0.0728 -1.1934
O -2.3290 0.6982 0.5599
H -1.1181 3.0699 -1.1136
H 5.2176 -0.3867 -2.5158
H 2.2720 -4.4881 0.8932
H 0.9829 -3.8011 0.8835
O 1.7661 -3.8757 0.3049
```

The molecule C18H23FN6O4. Source: the Open Molecules 2025 dataset; level of theory: ωB97M-V/def2-TZVPD.

Results
- Kohn-Sham gap (eV) = 9.11
- SMILES string = Cc1nccn1[C@H](C)C(=O)NC[C@@H]1CCCN(C(=O)c2nc(O)nc(O)c2F)C1
- LUMO level (eV) = 0.39
- charge = 0
- ΔE to the lowest compared entry with this formula, charge and spin (kJ/mol) = 48.9
- maximum force (eV/A) = 1.01
- highest occupied orbital energy (eV) = -8.7

```
52
C18H23FN6O4, DFT ωB97M-V/def2-TZVPD
H 0.5256 1.4231 1.1984
O -1.9430 -2.0510 -3.4182
N 2.0449 -0.6500 -0.7060
H 0.5806 -1.1278 -6.9708
H -2.4233 -0.5793 2.7336
C 1.4374 -1.5944 -2.8613
H -1.8513 3.1108 1.9116
N 0.0818 -0.4571 3.0723
H -0.3346 -1.2144 2.5577
C 1.5329 -0.3519 3.0567
C -2.1542 0.4746 2.8254
H 1.9348 2.1538 1.9453
H 2.0977 0.8495 -2.1396
C -2.3805 -1.1441 0.2061
H 1.7900 2.7024 -0.4840
H -4.1351 1.1745 3.2714
C 2.1379 1.7160 -0.1700
C 1.6442 0.6776 -1.1640
C -0.7181 0.6030 3.3553
C 1.6208 1.3961 1.2250
C 2.0904 0.0195 1.6809
H 3.1832 0.0311 1.7671
C -1.9411 2.3520 1.1555
C 1.9074 -1.3683 -4.1271
C -3.1430 1.1894 3.7203
O -0.3364 1.6144 3.9072
N 0.1415 -1.8065 -2.6077
C 0.9701 -1.3482 -5.1595
H 3.2316 1.7317 -0.1747
C -1.8672 2.3936 -0.2004
C 1.7129 -1.0392 0.6516
F 3.1990 -1.1209 -4.3736
H -1.7272 3.2568 -0.8298
H 0.5526 0.7532 -1.2697
H 2.2233 -1.9788 0.8644
H -1.5665 -1.7215 0.6539
H 1.9499 -1.3052 3.3878
N -2.1425 1.0242 1.4731
N -0.3057 -1.5699 -4.9224
C -0.6495 -1.8013 -3.6554
H -2.4138 -1.9622 -4.2580
H 1.8040 0.4083 3.7865
C -2.1591 0.3251 0.2977
H -3.1853 0.7003 4.6930
H -3.3138 -1.4421 0.6895
H -2.4242 -1.4126 -0.8446
O 1.3685 -1.1026 -6.4073
N -2.0046 1.1274 -0.7289
H -2.8317 2.2192 3.8815
C 2.3310 -1.6301 -1.6352
H 0.6279 -1.2176 0.6947
O 3.2299 -2.4306 -1.5554
```

A 2-piece molecular cluster, FH3P2S2 overall. Source: the Open Molecules 2025 dataset; level of theory: ωB97M-V/def2-TZVPD.

Results
- Kohn-Sham gap (eV) = 7.65
- SMILES string = S=PS.FP
- LUMO level (eV) = -1.35
- charge = 0
- ΔE to the lowest compared entry with this formula, charge and spin (kJ/mol) = 138.3
- maximum force (eV/A) = 2.42
- highest occupied orbital energy (eV) = -9.0

```
8
FH3P2S2, DFT ωB97M-V/def2-TZVPD
H -2.2550 0.2940 -2.0396
P -1.7275 -0.1626 0.3801
S -1.1172 1.6459 0.2670
H 1.6190 0.7326 1.0405
S -3.0906 -0.3354 -1.2648
F 1.0244 -1.2624 0.1923
P 2.3498 -0.1872 0.1483
H 3.1971 -0.7249 1.2762
```

| no. | E_tot (a.u.) |
| --- | --- |
| 1 | -2166.1458 |
| 2 | -782.6992 |
| 3 | -890.2388 |
| 4 | -3659.5849 |
| 5 | -6907.5355 |
| 6 | -532.5917 |
| 7 | -1429.1469 |
| 8 | -1580.7328 |